Computed, not measured: an isolated molecule of C21H27N3O3S in a non-equilibrium geometry, with ωB97M-V with the def2-TZVPD basis set.

Last columns: bonded neighbours and bond lengths (Å).
Cartesian coordinates (Å):
1 C -2.8945 1.1947 -3.8510  C2 1.524, H29 1.088, H30 1.088, H31 1.087
2 C -1.7691 0.6779 -2.9621  C1 1.524, C3 1.511, H32 1.097, H33 1.095
3 C -0.5564 0.1495 -3.6930  C2 1.511, C4 1.386, C8 1.405
4 C -0.5029 0.0648 -5.0755  C3 1.386, C5 1.385, H34 1.078
5 C 0.6256 -0.4023 -5.7293  C4 1.385, C6 1.382, H35 1.080
6 C 1.7311 -0.7957 -4.9999  C5 1.382, C7 1.383, H36 1.079
7 C 1.7028 -0.7320 -3.6191  C6 1.383, C8 1.389, H37 1.077
8 C 0.5710 -0.2638 -2.9634  C3 1.405, C7 1.389, N9 1.404
9 N 0.5226 -0.2158 -1.5611  C8 1.404, C10 1.364, H38 1.009
10 C 1.5567 -0.1168 -0.6776  N9 1.364, O11 1.215, C12 1.498
11 O 2.7324 -0.1451 -0.9816  C10 1.215
12 C 1.0667 0.1205 0.7181  C10 1.498, C13 1.391, C23 1.420
13 C 0.2588 1.2446 0.8536  C12 1.391, C14 1.377, H39 1.080
14 C -0.1888 1.6750 2.0824  C13 1.377, S15 1.776, C21 1.385
15 S -1.2494 3.0956 2.1856  C14 1.776, O16 1.432, O17 1.440, N18 1.699
16 O -0.7082 4.0573 3.0990  S15 1.432
17 O -1.5730 3.5310 0.8515  S15 1.440
18 N -2.6130 2.4089 2.9310  S15 1.699, C19 1.443, C20 1.447
19 C -3.3071 1.5330 2.0179  N18 1.443, H40 1.097, H41 1.090, H42 1.089
20 C -3.4615 3.3949 3.5639  N18 1.447, H43 1.087, H44 1.096, H45 1.090
21 C 0.2009 1.0055 3.2301  C14 1.385, C22 1.373, H46 1.078
22 C 0.9857 -0.1163 3.1239  C21 1.373, C23 1.417, H47 1.077
23 C 1.4170 -0.6262 1.8743  C12 1.420, C22 1.417, N24 1.352
24 N 2.0779 -1.8053 1.8463  C23 1.352, C25 1.453, C28 1.450
25 C 2.1770 -2.6731 3.0073  N24 1.453, C26 1.526, H48 1.097, H49 1.093
26 C 2.5410 -4.0381 2.4301  C25 1.526, C27 1.523, H50 1.091, H51 1.088
27 C 3.3814 -3.6640 1.2157  C26 1.523, C28 1.526, H52 1.090, H53 1.087
28 C 2.6652 -2.4295 0.6765  N24 1.450, C27 1.526, H54 1.091, H55 1.099
29 H -3.3031 0.3999 -4.4709  C1 1.088
30 H -3.6958 1.5843 -3.2269  C1 1.088
31 H -2.5428 2.0000 -4.4908  C1 1.087
32 H -2.1768 -0.1188 -2.3271  C2 1.097
33 H -1.4545 1.4969 -2.3062  C2 1.095
34 H -1.3513 0.3729 -5.6647  C4 1.078
35 H 0.6368 -0.4522 -6.8078  C5 1.080
36 H 2.6168 -1.1565 -5.5004  C6 1.079
37 H 2.5608 -1.0304 -3.0412  C7 1.077
38 H -0.4001 -0.1012 -1.1687  N9 1.009
39 H -0.0136 1.8348 -0.0090  C13 1.080
40 H -3.7344 2.0839 1.1716  C19 1.097
41 H -4.1015 1.0131 2.5524  C19 1.090
42 H -2.5916 0.8046 1.6396  C19 1.089
43 H -2.8116 4.0815 4.1006  C20 1.087
44 H -4.0546 3.9581 2.8340  C20 1.096
45 H -4.1299 2.8952 4.2658  C20 1.090
46 H -0.1163 1.3803 4.1894  C21 1.078
47 H 1.3008 -0.6083 4.0284  C22 1.077
48 H 2.9635 -2.3196 3.6863  C25 1.097
49 H 1.2298 -2.7052 3.5515  C25 1.093
50 H 1.6389 -4.5644 2.1153  C26 1.091
51 H 3.0759 -4.6589 3.1453  C26 1.088
52 H 4.3925 -3.4017 1.5279  C27 1.090
53 H 3.4406 -4.4593 0.4765  C27 1.087
54 H 3.3536 -1.7488 0.1725  C28 1.091
55 H 1.8780 -2.7094 -0.0372  C28 1.099

Calculated total energy ... -43663.462 eV
HOMO ... -0.2960 hartree
Maximum force ... 1.1 eV/Å
Frontier orbital gap ... 8.59 eV
Spin multiplicity ... 1
Structure (SMILES) ... CCc1ccccc1NC(=O)c1cc(S(=O)(=O)N(C)C)ccc1N1CCCC1
Relative energy (zero: lowest compared OMol25 entry of this formula, charge and spin) ... 207.1 kJ/mol

For reference, the Mulliken charges in units of e are:
1. C -1.83
2. C 0.12
3. C 0.81
4. C -0.55
5. C -0.80
6. C -0.74
7. C -0.44
8. C 0.10
9. N -0.11
10. C 0.07
11. O -0.68
12. C 0.58
13. C -0.07
14. C -0.62
15. S 1.48
16. O -0.74
17. O -0.70
18. N -0.03
19. C -0.93
20. C -0.96
21. C -1.07
22. C -0.87
23. C 0.73
24. N 0.13
25. C -0.78
26. C -0.80
27. C -0.69
28. C -0.64
29. H 0.39
30. H 0.43
31. H 0.41
32. H 0.38
33. H 0.24
34. H 0.33
35. H 0.38
36. H 0.39
37. H 0.49
38. H 0.19
39. H 0.62
40. H 0.35
41. H 0.36
42. H 0.24
43. H 0.38
44. H 0.32
45. H 0.33
46. H 0.44
47. H 0.47
48. H 0.32
49. H 0.49
50. H 0.32
51. H 0.38
52. H 0.29
53. H 0.41
54. H 0.38
55. H 0.30

---

Computed, not measured: an isolated molecule of C21H27N3O3S, with ωB97M-V with the def2-TZVPD basis set.

Last columns: bonded neighbours and bond lengths (Å).
Cartesian coordinates (Å):
1 C 1.0458 4.4435 2.5889  C2 1.497, H29 1.087, H30 1.090, H31 1.089
2 C 1.2966 3.6364 1.3529  C1 1.497, C3 1.390, C28 1.388
3 C 0.6348 3.9454 0.1699  C2 1.390, C4 1.381, H32 1.080
4 C 0.8371 3.1944 -0.9716  C3 1.381, C5 1.390, H33 1.081
5 C 1.7105 2.1127 -0.9606  C4 1.390, C6 1.511, C27 1.388
6 C 1.9200 1.2690 -2.1959  C5 1.511, N7 1.456, H34 1.096, H35 1.092
7 N 1.6252 -0.1413 -1.9864  C6 1.456, C8 1.455, C16 1.343
8 C 2.7175 -1.1005 -2.0367  N7 1.455, C9 1.542, H36 1.094, H37 1.091
9 C 3.3352 -1.3880 -0.6529  C8 1.542, O10 1.216, N11 1.337
10 O 4.4633 -1.0298 -0.3756  C9 1.216
11 N 2.4985 -2.0530 0.1512  C9 1.337, C12 1.463, H38 1.014
12 C 2.7759 -2.4541 1.5311  N11 1.463, C13 1.531, C14 1.531, C15 1.527
13 C 3.9784 -3.4014 1.5502  C12 1.531, H39 1.088, H40 1.086, H41 1.086
14 C 3.0658 -1.2122 2.3783  C12 1.531, H42 1.086, H43 1.088, H44 1.087
15 C 1.5261 -3.1658 2.0454  C12 1.527, H45 1.088, H46 1.087, H47 1.088
16 C 0.3916 -0.6045 -1.7280  N7 1.343, O17 1.228, C18 1.518
17 O 0.1759 -1.7855 -1.4676  C16 1.228
18 C -0.7617 0.3787 -1.8099  C16 1.518, N19 1.440, H48 1.094, H49 1.099
19 N -1.9762 -0.2860 -1.4147  C18 1.440, C20 1.357, H50 1.011
20 C -2.8592 0.3256 -0.5848  N19 1.357, O21 1.219, C22 1.468
21 O -2.7726 1.5054 -0.2911  C20 1.219
22 C -3.9602 -0.5192 -0.1058  C20 1.468, C23 1.370, S26 1.730
23 C -4.2242 -1.8533 -0.2710  C22 1.370, C24 1.407, H51 1.076
24 C -5.4088 -2.2555 0.3722  C23 1.407, C25 1.362, H52 1.075
25 C -6.0252 -1.2258 1.0154  C24 1.362, S26 1.712, H53 1.072
26 S -5.1768 0.2528 0.8526  C22 1.730, C25 1.712
27 C 2.3937 1.8177 0.2111  C5 1.388, C28 1.383, H54 1.078
28 C 2.1839 2.5687 1.3536  C2 1.388, C27 1.383, H55 1.081
29 H 1.6963 4.1284 3.4007  C1 1.087
30 H 0.0103 4.3262 2.9067  C1 1.090
31 H 1.2150 5.5015 2.3941  C1 1.089
32 H -0.0545 4.7761 0.1466  C3 1.080
33 H 0.3112 3.4533 -1.8799  C4 1.081
34 H 1.3039 1.6531 -3.0166  C6 1.096
35 H 2.9676 1.3366 -2.4983  C6 1.092
36 H 2.3262 -2.0373 -2.4451  C8 1.094
37 H 3.5021 -0.7179 -2.6906  C8 1.091
38 H 1.5825 -2.2804 -0.2195  N11 1.014
39 H 3.7729 -4.2851 0.9502  C13 1.088
40 H 4.8492 -2.8968 1.1415  C13 1.086
41 H 4.1959 -3.7110 2.5686  C13 1.086
42 H 3.9533 -0.7102 2.0032  C14 1.086
43 H 2.2249 -0.5228 2.3373  C14 1.088
44 H 3.2367 -1.4974 3.4129  C14 1.087
45 H 1.3069 -4.0393 1.4352  C15 1.088
46 H 1.6759 -3.4908 3.0714  C15 1.087
47 H 0.6686 -2.4966 2.0167  C15 1.088
48 H -0.6109 1.2364 -1.1470  C18 1.094
49 H -0.8469 0.7486 -2.8411  C18 1.099
50 H -1.9346 -1.2948 -1.4715  N19 1.011
51 H -3.6009 -2.5309 -0.8272  C23 1.076
52 H -5.7845 -3.2630 0.3576  C24 1.075
53 H -6.9360 -1.2543 1.5799  C25 1.072
54 H 3.0999 1.0032 0.2285  C27 1.078
55 H 2.7222 2.3201 2.2570  C28 1.081

Calculated total energy ... -43665.366 eV
HOMO ... -0.3303 hartree
Maximum force ... 0.8 eV/Å
Frontier orbital gap ... 9.56 eV
Spin multiplicity ... 1
Structure (SMILES) ... Cc1ccc(CN(CC(=O)NC(C)(C)C)C(=O)CNC(=O)c2cccs2)cc1
Relative energy (zero: lowest compared OMol25 entry of this formula, charge and spin) ... 23.3 kJ/mol

For reference, the Mulliken charges in units of e are:
1. C -1.50
2. C 1.05
3. C -0.69
4. C -0.44
5. C 0.44
6. C -1.28
7. N 0.34
8. C -1.32
9. C 0.59
10. O -0.66
11. N 0.08
12. C 1.60
13. C -1.81
14. C -1.64
15. C -1.87
16. C 0.93
17. O -0.84
18. C -0.40
19. N -0.08
20. C 0.46
21. O -0.76
22. C 0.46
23. C -0.52
24. C -0.50
25. C -0.42
26. S -0.08
27. C -0.04
28. C -1.16
29. H 0.35
30. H 0.32
31. H 0.37
32. H 0.39
33. H 0.35
34. H 0.34
35. H 0.46
36. H 0.42
37. H 0.48
38. H 0.32
39. H 0.40
40. H 0.41
41. H 0.45
42. H 0.38
43. H 0.31
44. H 0.52
45. H 0.43
46. H 0.44
47. H 0.41
48. H 0.10
49. H 0.07
50. H 0.27
51. H 0.36
52. H 0.40
53. H 0.45
54. H 0.54
55. H 0.33

---

Q: Look up the relative energy (zero: lowest compared OMol25 entry of this formula, charge and spin) of the second one.
A: 23.3 kJ/mol